{
  "formula": "As5F30Hg",
  "method": "wB97M-V/def2-TZVPD",
  "symbols": ["Hg", "As", "F", "F", "F", "F", "F", "F", "As", "F", "F", "F", "F", "F", "F", "As", "F", "F", "F", "F", "F", "F", "As", "F", "F", "F", "F", "F", "F", "As", "F", "F", "F", "F", "F", "F"],
  "xyz": [[-20.235, -36.363, -39.245], [-18.100, -39.297, -38.367], [-17.792, -38.687, -36.780], [-18.348, -37.627, -38.976], [-18.320, -39.901, -39.956], [-17.959, -40.925, -37.790], [-19.796, -39.283, -38.020], [-16.411, -39.106, -38.692], [-19.247, -34.327, -36.655], [-20.523, -35.533, -36.850], [-20.241, -33.189, -37.468], [-17.919, -33.236, -36.477], [-18.328, -35.544, -35.855], [-18.681, -34.856, -38.249], [-19.906, -33.769, -35.142], [-18.595, -33.926, -41.620], [-18.139, -32.829, -40.386], [-19.582, -32.730, -42.340], [-19.054, -35.040, -42.863], [-17.669, -35.225, -40.900], [-19.948, -34.515, -40.614], [-17.174, -33.482, -42.527], [-21.991, -38.437, -41.238], [-22.567, -37.079, -42.049], [-20.353, -37.711, -41.181], [-21.369, -39.815, -40.437], [-23.580, -39.078, -41.106], [-21.685, -39.211, -42.743], [-22.161, -37.578, -39.678], [-23.512, -34.138, -39.575], [-24.294, -35.676, -39.694], [-22.854, -34.375, -41.134], [-22.715, -32.639, -39.372], [-24.257, -34.004, -38.015], [-22.093, -34.972, -38.872], [-24.855, -33.264, -40.275]],
  "forces_ev_per_a": [[0.10, 0.41, 0.08], [0.01, 0.25, 0.29], [-0.08, 0.05, 0.07], [0.23, -0.01, 0.03], [-0.21, 0.03, -0.19], [0.22, -0.12, 0.11], [-0.13, -0.11, -0.12], [0.13, -0.23, -0.05], [-0.39, 0.31, 0.28], [-0.02, -0.19, 0.09], [0.20, 0.20, 0.02], [0.00, 0.11, -0.30], [0.13, -0.06, -0.03], [0.33, -0.12, 0.37], [0.01, -0.32, 0.02], [0.78, -1.33, 0.16], [-0.01, 0.13, 0.24], [-0.19, 0.32, -0.15], [-0.16, 0.09, -0.15], [-0.05, 0.24, 0.12], [-0.17, 0.40, -0.36], [-0.14, 0.28, -0.25], [0.52, -0.35, 0.35], [-0.24, 0.76, -0.35], [-0.06, -0.22, -0.42], [0.06, -0.13, 0.32], [-0.27, -0.07, 0.06], [0.12, -0.10, -0.32], [-0.34, -0.43, 0.10], [-0.43, -0.32, -0.05], [-0.26, -0.05, -0.20], [0.27, 0.12, -0.31], [0.36, 0.27, 0.16], [0.23, 0.21, 0.31], [-0.30, 0.23, 0.09], [-0.28, -0.24, -0.04]],
  "nbo_charge": [1.794, 2.844, -0.622, -0.676, -0.614, -0.638, -0.627, -0.628, 2.838, -0.653, -0.605, -0.626, -0.618, -0.651, -0.636, 2.846, -0.616, -0.619, -0.627, -0.634, -0.675, -0.645, 2.846, -0.597, -0.661, -0.610, -0.626, -0.629, -0.662, 2.851, -0.628, -0.615, -0.617, -0.634, -0.680, -0.650],
  "e_homo_ev": -5.1,
  "charge": -3,
  "total_energy_ev": -389912.19211,
  "de_lowest_kj_mol": 37.97,
  "orbital_gap_ev": 11.46
}